# H12NaO6

A structure of composition H12NaO6 (ωB97M-V/def2-TZVPD, the OMol25 dataset).

Output
Calculated total energy, eV: -16893.0812
Frontier orbital gap, eV: 11.9
Net charge: +1

Geometry as XYZ:
```
19
Properties=species:S:1:pos:R:3:mulliken_charge:R:1
Na -4.55 -13.72 -11.33 0.78
O -4.59 -15.98 -10.51 -0.60
H -3.91 -16.33 -11.09 0.33
H -4.56 -16.55 -9.75 0.29
O -5.99 -14.17 -13.30 -0.56
H -6.84 -13.98 -13.69 0.30
H -5.37 -14.08 -14.03 0.30
O -2.83 -13.66 -13.45 -0.54
H -1.89 -13.48 -13.48 0.28
H -3.18 -13.23 -14.23 0.30
O -6.71 -12.61 -9.86 -0.56
H -7.61 -12.58 -9.53 0.29
H -6.42 -11.69 -9.85 0.32
O -4.88 -11.36 -12.03 -0.55
H -4.52 -10.75 -12.67 0.26
H -5.83 -11.33 -12.19 0.34
O -3.18 -13.08 -9.51 -0.57
H -3.12 -12.13 -9.48 0.30
H -2.52 -13.39 -8.90 0.27
```